This record from OMol25 describes a cluster of 9 separate species, C25H42Br16O3 in total. The level of theory is ωB97M-V with the def2-TZVPD basis set.

Each line ends with the Löwdin charge.
CARTESIAN COORDINATES (ANGSTROEM)
C: -0.2366 -5.8528 0.2384  -0.06
C: -0.3107 -4.3376 0.1645  -0.27
O: -1.3622 -3.7529 0.9126  -0.14
C: -2.4656 -3.3166 0.1680  -0.21
C: -3.7317 -4.1257 0.3484  -0.09
C: -4.9305 -3.5968 0.0934  0.03
C: -6.1295 -4.4548 0.2472  -0.37
O: -7.1807 -4.0699 0.7173  0.09
C: -5.9086 -5.8742 -0.1634  0.02
C: -4.7267 -6.4167 0.1192  0.02
C: -3.7256 -5.5514 0.8199  -0.32
O: -3.0406 -5.9654 1.7307  0.13
H: 0.5458 -6.1793 -0.4398  0.08
H: 0.0160 -6.1577 1.2452  0.08
H: -1.1571 -6.3450 -0.0483  0.06
H: -0.3126 -4.0286 -0.8814  0.09
H: 0.6139 -3.9530 0.5898  0.11
H: -2.2672 -3.2688 -0.9016  0.08
H: -2.7034 -2.3031 0.4803  0.08
H: -5.0472 -2.5679 -0.2053  0.08
H: -6.6871 -6.4140 -0.6738  0.12
H: -4.4617 -7.4283 -0.1348  0.12
Br: -3.0602 -1.3755 3.2048  0.67
C: -4.7142 -0.4948 3.7364  -0.68
C: -5.8815 -0.9522 2.9059  -0.73
Br: -5.8661 -0.1588 1.1317  0.64
H: -4.5392 0.5734 3.6633  0.05
H: -4.8638 -0.7692 4.7785  0.06
H: -6.8185 -0.6343 3.3523  -0.01
H: -5.9004 -2.0269 2.7626  0.02
Br: -0.7898 -1.2142 -2.2992  0.67
C: 0.4990 -0.6648 -0.9463  -0.70
C: 1.8370 -0.3455 -1.5486  -0.76
Br: 2.8158 -1.9617 -2.0316  0.64
H: 0.5467 -1.4683 -0.2172  0.05
H: 0.0703 0.2198 -0.4807  -0.01
H: 2.4640 0.1661 -0.8221  -0.04
H: 1.7635 0.2557 -2.4485  0.02
Br: 3.8310 1.5202 0.9988  0.69
C: 3.7306 2.7912 -0.4701  -0.67
C: 2.4802 3.6240 -0.4464  -0.68
Br: 0.9210 2.6160 -1.0358  0.74
H: 3.8307 2.1849 -1.3620  0.00
H: 4.6077 3.4232 -0.3564  0.02
H: 2.5653 4.4522 -1.1465  -0.01
H: 2.2480 4.0088 0.5411  0.05
Br: -9.5863 -0.9742 2.6359  0.65
C: -10.3094 -2.2035 3.9635  -0.68
C: -9.4151 -2.3482 5.1657  -0.69
Br: -7.8730 -3.4776 4.8012  0.64
H: -10.4807 -3.1455 3.4536  0.05
H: -11.2632 -1.7714 4.2577  0.06
H: -9.9469 -2.8465 5.9729  0.06
H: -9.0329 -1.3960 5.5187  0.05
Br: 1.3137 5.2180 -3.9399  0.63
C: 0.5421 6.9716 -3.6063  -0.68
C: 1.3204 7.7265 -2.5641  -0.67
Br: 0.9511 7.0511 -0.7754  0.67
H: -0.4922 6.8119 -3.3210  0.05
H: 0.5788 7.4918 -4.5607  0.06
H: 1.0240 8.7730 -2.5451  0.06
H: 2.3934 7.6554 -2.7130  0.05
Br: 7.4977 0.0111 -0.2977  0.67
C: 6.0667 -1.2580 0.0458  -0.71
C: 6.4689 -2.6677 -0.2865  -0.65
Br: 6.4958 -2.9591 -2.2106  0.69
H: 5.2144 -0.9245 -0.5368  -0.01
H: 5.8388 -1.1607 1.1048  0.05
H: 5.7309 -3.3640 0.1056  0.06
H: 7.4530 -2.9355 0.0831  0.05
Br: 5.2743 6.3605 -0.3053  0.65
C: 4.5265 8.1094 0.1089  -0.71
C: 5.3287 8.8192 1.1656  -0.70
Br: 4.9876 8.0878 2.9350  0.61
H: 3.4951 7.9466 0.4017  0.00
H: 4.5544 8.6642 -0.8269  0.06
H: 5.0376 9.8656 1.2227  0.06
H: 6.3981 8.7491 0.9976  0.05
Br: 4.7252 1.2711 -4.0848  0.63
C: 5.9924 -0.1883 -3.8243  -0.75
C: 7.4120 0.3034 -3.7854  -0.75
Br: 8.0718 0.7511 -5.5620  0.61
H: 5.8135 -0.9007 -4.6224  0.05
H: 5.7245 -0.6382 -2.8702  -0.06
H: 8.0714 -0.4796 -3.4184  0.03
H: 7.5294 1.1918 -3.1743  0.03

Summary:
- Max |F|: 0.0118 hartree/bohr
- Frontier orbital gap: 8.65 eV
- LUMO energy: -0.55 eV
- SMILES string: CCOCC1=CC(=O)C=CC1=O.BrCCBr.BrCCBr.BrCCBr.BrCCBr.BrCCBr.BrCCBr.BrCCBr.BrCCBr
- Charge: 0

***

This record from OMol25 describes a structure of composition C25H42BrNOP2Pd in a non-equilibrium geometry. The level of theory is ωB97M-V with the def2-TZVPD basis set.

Each line ends with the Löwdin charge.
CARTESIAN COORDINATES (ANGSTROEM)
N: 4.3546 -7.7991 -3.1687  0.37
C: 5.1913 -6.9477 -2.6170  0.13
C: 4.7476 -5.7189 -2.0919  0.16
C: 3.3869 -5.3895 -2.1554  -0.10
C: 2.5450 -6.3247 -2.8114  0.16
C: 3.0596 -7.5271 -3.2789  0.13
C: 2.8805 -4.1817 -1.4743  -0.01
Pd: -0.8111 -0.0739 0.3515  0.60
P: -1.4391 1.4310 2.2292  0.95
C: 1.5981 -3.7933 -1.1614  0.06
C: 1.4178 -2.6119 -0.3017  -0.21
C: 0.3653 -2.3874 0.5972  -0.03
C: 0.3946 -1.3350 1.6271  -0.22
C: 1.5531 -0.4184 1.5902  -0.65
C: 2.5611 -0.6528 0.6433  -0.09
C: 2.4600 -1.6532 -0.3235  -0.01
Br: 1.7625 1.1526 2.5260  1.03
H: 3.7203 -3.5679 -1.1140  0.12
H: 0.7512 -4.4270 -1.4539  0.14
H: 5.4776 -5.0704 -1.6405  0.17
H: 1.4863 -6.1473 -2.9228  0.16
H: 6.2492 -7.2191 -2.5775  0.20
H: 2.4486 -8.2621 -3.7983  0.20
H: -0.4197 -3.1321 0.5915  0.13
H: 3.2370 -1.7083 -1.0863  0.13
H: -0.2122 -1.5138 2.5208  0.12
H: 3.4368 -0.0044 0.6638  0.12
P: -0.9193 1.4584 -1.2866  0.92
C: -0.8886 1.2170 4.0354  -0.41
C: -1.7501 1.7115 5.1959  -0.12
H: 0.0600 1.7800 4.0911  -0.01
H: -0.6234 0.1640 4.1942  0.07
H: -1.2600 1.5155 6.1586  0.11
H: -1.9027 2.7972 5.2220  0.06
H: -2.7369 1.2440 5.1800  0.07
C: -3.2933 1.1941 2.2729  -0.36
C: -4.1839 2.1880 3.0452  -0.11
H: -3.4226 0.1829 2.7098  0.09
H: -3.5968 1.1454 1.1952  0.06
H: -5.2231 1.8592 2.9920  0.10
H: -3.9198 2.2245 4.1015  0.05
H: -4.1403 3.2035 2.6317  0.08
C: -1.3854 3.2931 2.0393  -0.36
C: -1.6943 4.0742 3.3114  -0.13
H: -2.1384 3.5401 1.2892  0.07
H: -0.4125 3.6123 1.6759  0.07
H: -1.6577 5.1655 3.2008  0.11
H: -2.6986 3.8484 3.6982  0.05
H: -0.9761 3.8253 4.1049  0.07
C: -0.5642 3.2491 -1.5783  -0.35
C: -0.8042 3.7414 -3.0230  -0.09
H: 0.4888 3.4485 -1.2689  0.05
H: -1.2133 3.8634 -0.9169  0.09
H: -0.0955 3.3014 -3.7395  0.08
H: -1.8271 3.5228 -3.3533  0.07
H: -0.6769 4.8381 -3.0318  0.11
C: -2.7133 1.3802 -1.6808  -0.36
C: -3.2152 -0.0526 -1.7608  -0.13
H: -2.8780 1.9789 -2.5830  0.10
H: -3.1948 1.9061 -0.8448  0.08
H: -2.9229 -0.5416 -2.6945  0.09
H: -2.8275 -0.6447 -0.9126  0.04
H: -4.3071 -0.0571 -1.6905  0.10
C: -0.0547 0.4581 -2.5730  -0.37
C: 1.3541 0.9073 -2.9614  -0.12
H: -0.7243 0.3506 -3.4390  0.11
H: 0.0331 -0.5483 -2.1311  0.05
H: 1.9405 -0.0010 -3.1514  0.07
H: 1.3459 1.5138 -3.8769  0.09
H: 1.8795 1.4696 -2.1758  0.05
O: 2.4058 3.1416 -0.6804  -0.07
H: 2.4259 2.7593 0.2136  0.00
H: 2.7063 4.0546 -0.5680  0.08

Summary:
- Max |F|: 0.0669 hartree/bohr
- Frontier orbital gap (spin up / spin down): 4.07 / 1.85 eV
- LUMO energy (spin up / spin down): -13.86 / -17.70 eV
- ⟨S²⟩: 6.0923
- ΔE to the lowest compared entry with this formula, charge and spin: 60.1 kcal/mol
- Spin multiplicity: 5
- Charge: +4

***

This record from OMol25 describes a structure of composition C25H42GeN2P2PtS. The level of theory is ωB97M-V with the def2-TZVPD basis set.

Each line ends with the Löwdin charge.
CARTESIAN COORDINATES (ANGSTROEM)
Pt: -0.5201 0.6889 0.7853  0.83
C: 2.6174 1.9855 1.4454  -0.20
P: 1.7670 0.5026 0.8519  0.75
C: 2.6261 0.1572 -0.7047  -0.20
C: 2.1154 -0.8105 2.0577  -0.39
C: 3.3587 -1.4241 2.1533  -0.06
C: 3.5764 -2.4024 3.1149  -0.02
C: 2.5632 -2.7603 3.9925  -0.02
C: 1.3231 -2.1407 3.9189  -0.04
C: 1.0958 -1.1718 2.9489  -0.38
P: -0.4498 -0.2518 2.8256  0.73
C: -0.3281 1.1985 3.8997  -0.18
C: -1.8627 -1.1273 3.5069  -0.20
H: 3.6879 1.7796 1.4981  0.07
H: 2.2751 2.2785 2.4360  0.05
H: 2.4464 2.8073 0.7495  0.06
H: 3.6189 -0.2523 -0.5162  0.07
H: 2.7560 1.1054 -1.2274  0.06
H: 2.0681 -0.5271 -1.3341  0.02
H: 4.1618 -1.1588 1.4769  0.11
H: 4.5403 -2.8893 3.1750  0.13
H: 2.7372 -3.5250 4.7371  0.13
H: 0.5407 -2.4255 4.6109  0.12
H: -0.1652 0.8755 4.9302  0.08
H: -1.2726 1.7441 3.8484  0.06
H: 0.4895 1.8515 3.6036  0.04
H: -1.6211 -1.4441 4.5234  0.07
H: -2.1661 -1.9880 2.9220  0.03
H: -2.6880 -0.4136 3.5524  0.05
C: -0.9506 6.3751 -2.2424  -0.01
C: -0.7864 5.0713 -1.5303  -0.22
C: 0.0750 4.0793 -1.9978  0.01
C: 0.1823 2.8878 -1.3176  -0.15
N: -0.5176 2.6222 -0.2010  -0.11
C: -1.3687 3.5635 0.2483  -0.10
C: -1.5110 4.7823 -0.3747  0.02
H: -0.1855 6.5190 -3.0014  0.09
H: -0.9144 7.2064 -1.5389  0.10
H: -1.9270 6.4070 -2.7300  0.11
H: 0.6577 4.2314 -2.8964  0.13
H: 0.8342 2.1049 -1.6812  0.09
H: -1.9509 3.3208 1.1258  0.10
H: -2.2016 5.5045 0.0401  0.14
C: -0.9788 1.0085 -3.7698  -0.09
C: -0.9819 -0.1284 -2.7581  -0.29
C: -2.3449 -0.3387 -2.1132  -0.28
C: -2.4252 -1.5287 -1.1531  -0.31
Ge: -0.8953 -1.7867 0.0268  0.96
C: 0.7182 -2.5959 -0.7186  -0.33
C: 0.5201 -4.1275 -0.7514  -0.27
C: -0.2155 -4.6475 -1.9864  -0.26
C: 0.5289 -4.4028 -3.2941  -0.09
H: 0.0120 1.1693 -4.1961  0.08
H: -1.3114 1.9417 -3.3084  0.06
H: -1.6596 0.7900 -4.5926  0.09
H: -0.2475 0.0965 -1.9586  0.04
H: -0.6343 -1.0539 -3.2288  0.11
H: -3.1034 -0.4660 -2.8891  0.13
H: -2.6202 0.5688 -1.5718  0.08
H: -2.4450 -2.4760 -1.7039  0.07
H: -3.3324 -1.4827 -0.5531  0.07
H: -1.1733 -2.6181 1.2841  -0.02
H: 1.5785 -2.3542 -0.0945  0.04
H: 0.9056 -2.2134 -1.7211  0.04
H: 0.0030 -4.4671 0.1523  0.09
H: 1.5105 -4.5880 -0.7121  0.12
H: -1.2187 -4.2132 -2.0457  0.09
H: -0.3700 -5.7196 -1.8558  0.12
H: 0.5861 -3.3424 -3.5511  0.06
H: 0.0310 -4.9045 -4.1223  0.08
H: 1.5486 -4.7882 -3.2387  0.08
S: -4.7268 1.7570 2.2892  0.72
C: -3.4646 1.2001 1.5173  -0.99
N: -2.5204 0.7739 0.9341  -0.18

Summary:
- Max |F|: 0.0147 hartree/bohr
- Frontier orbital gap: 6.72 eV
- LUMO energy: -7.08 eV
- ΔE to the lowest compared entry with this formula, charge and spin: 0.0 kcal/mol
- Charge: +2

***

> charge of number 2 (C25H42BrNOP2Pd)?

+4